The following is a DFT calculation (ωB97M-V/def2-TZVPD) of a cluster of 10 separate species, C48H54F18O12 in total.

- HOMO (eV) = -9.450
- spin multiplicity = 1
- Kohn-Sham gap (eV) = 9.82

CARTESIAN COORDINATES (ANGSTROEM)
C 3.118 4.118 -0.141
C 3.779 4.918 0.744
C 3.367 6.198 1.034
C 2.256 6.676 0.387
C 1.543 5.916 -0.542
C 1.948 4.599 -0.816
H 3.493 3.176 -0.335
H 4.754 4.658 1.150
H 3.925 6.752 1.767
H 2.000 7.734 0.514
H 0.649 6.389 -0.947
H 1.534 3.877 -1.521
C -6.855 -0.450 3.675
C -6.345 -0.258 2.336
C -5.622 0.862 2.032
C -5.223 1.726 3.041
C -5.766 1.662 4.288
C -6.553 0.530 4.598
H -7.398 -1.337 4.010
H -6.637 -0.991 1.587
H -5.293 1.033 1.004
H -4.512 2.510 2.766
H -5.597 2.438 5.030
H -6.828 0.498 5.609
C 1.010 -4.436 -4.272
C 1.542 -5.304 -3.294
C 0.824 -5.545 -2.105
C -0.459 -5.012 -1.973
C -0.995 -4.235 -2.972
C -0.278 -3.956 -4.117
H 1.474 -4.216 -5.210
H 2.526 -5.802 -3.293
H 1.216 -6.166 -1.315
H -0.962 -5.151 -1.004
H -1.990 -3.839 -2.925
H -0.791 -3.403 -4.896
C 0.435 0.148 -0.308
C 0.993 1.360 0.115
C 0.309 2.177 1.008
C -0.967 1.876 1.400
C -1.546 0.708 0.956
C -0.884 -0.157 0.113
H 0.857 -0.475 -1.057
H 1.957 1.700 -0.279
H 0.674 3.143 1.313
H -1.488 2.580 2.095
H -2.517 0.543 1.259
H -1.276 -1.104 -0.240
C -0.283 1.409 -3.357
C 1.068 2.044 -3.644
O 1.552 1.406 -4.792
C 2.799 1.780 -5.064
O 3.460 2.595 -4.502
C 3.320 1.155 -6.375
F 2.954 2.034 -7.345
F 4.611 1.047 -6.394
F 2.773 -0.061 -6.641
H -1.057 2.048 -3.809
H -0.533 1.300 -2.289
H -0.302 0.412 -3.802
H 1.761 1.799 -2.786
H 0.997 3.098 -3.811
C 1.849 -3.285 0.389
C 2.195 -2.328 1.472
O 3.557 -2.468 1.925
C 4.048 -1.447 2.521
O 3.511 -0.357 2.667
C 5.453 -1.771 3.063
F 5.452 -3.030 3.500
F 6.377 -1.678 2.093
F 5.804 -0.971 4.119
H 2.399 -3.087 -0.558
H 0.861 -2.988 0.139
H 1.903 -4.361 0.612
H 1.652 -2.560 2.363
H 2.024 -1.274 1.239
C -1.430 8.303 0.194
C -2.489 7.996 -0.778
O -2.118 6.989 -1.733
C -2.460 5.762 -1.405
O -2.899 5.435 -0.269
C -1.987 4.709 -2.443
F -2.825 3.668 -2.372
F -2.006 5.146 -3.726
F -0.724 4.348 -2.221
H -0.582 8.648 -0.368
H -1.141 7.425 0.791
H -1.777 9.123 0.873
H -2.684 8.881 -1.348
H -3.417 7.632 -0.286
C 5.202 1.026 0.099
C 5.168 0.986 -1.385
O 4.633 -0.263 -1.763
C 4.643 -0.505 -3.053
O 5.191 0.106 -3.898
C 3.807 -1.810 -3.380
F 2.558 -1.402 -3.662
F 4.390 -2.460 -4.364
F 3.747 -2.690 -2.373
H 5.675 1.881 0.570
H 5.739 0.173 0.476
H 4.168 0.923 0.499
H 6.167 1.194 -1.830
H 4.475 1.777 -1.660
C -3.116 -7.704 -1.092
C -3.494 -7.470 0.333
O -4.356 -6.276 0.425
C -3.741 -5.177 0.710
O -2.575 -5.044 1.141
C -4.550 -3.943 0.815
F -4.351 -3.392 2.045
F -4.126 -3.014 -0.028
F -5.888 -4.178 0.656
H -3.946 -7.724 -1.771
H -2.564 -8.626 -1.192
H -2.375 -6.996 -1.439
H -2.642 -7.391 0.953
H -4.112 -8.261 0.628
C -2.702 -0.723 4.060
C -1.142 -0.658 4.241
O -0.697 -1.538 5.310
C -0.160 -2.659 4.877
O -0.074 -3.004 3.724
C 0.159 -3.626 6.015
F 0.432 -3.020 7.202
F -0.930 -4.390 6.161
F 1.159 -4.426 5.790
H -3.234 -0.047 3.374
H -3.201 -0.577 5.046
H -2.919 -1.759 3.695
H -0.892 0.337 4.614
H -0.594 -0.847 3.323